Entry 1:
ORCA calculation (ωB97M-V/def2-TZVPD) on a structure of composition C15H15N6PRuS5.

E = -90782.6391 eV
Maximum force = 0.0148 hartree/bohr
HOMO (spin up / spin down) = -10.37 / -10.59 eV
<S²> = 0.758
2S+1 = 2
Total charge = +1

Geometry (Å):
Ru (0.7962, -0.5802, -1.7078)
C (0.8905, 2.6152, 2.8808)
N (1.3698, 1.9697, 1.6657)
C (2.6598, 2.0061, 1.2117)
C (2.7013, 1.2363, 0.0886)
N (1.4546, 0.7308, -0.1459)
C (0.6654, 1.1858, 0.8198)
P (-1.1060, 0.8037, 0.9534)
C (-1.5271, 1.1102, -0.7826)
N (-0.8653, 0.6288, -1.8245)
C (-1.4905, 1.0841, -2.9483)
C (-2.5512, 1.8559, -2.5734)
N (-2.5661, 1.8665, -1.2084)
C (-3.5337, 2.5706, -0.3758)
C (-0.9240, -0.9991, 0.8198)
N (-0.2491, -1.6099, -0.1465)
C (-0.3454, -2.9516, 0.0882)
C (-1.0889, -3.1493, 1.2122)
N (-1.4515, -1.9108, 1.6665)
C (-2.2126, -1.6540, 2.8822)
H (1.4021, 3.5667, 2.9990)
H (1.0883, 1.9878, 3.7481)
H (-0.1778, 2.7976, 2.8011)
H (3.4245, 2.5709, 1.7151)
H (3.5286, 1.0417, -0.5699)
H (-1.1391, 0.8286, -3.9329)
H (-3.2829, 2.3886, -3.1545)
H (-4.2368, 3.0803, -1.0275)
H (-3.0331, 3.3075, 0.2487)
H (-4.0786, 1.8680, 0.2509)
H (0.0936, -3.6786, -0.5712)
H (-1.3900, -4.0508, 1.7160)
H (-2.9615, -2.4327, 2.9996)
H (-2.7135, -0.6929, 2.8039)
H (-1.5544, -1.6512, 3.7493)
S (5.3388, -3.8777, -0.3533)
C (4.2340, -3.0763, -1.2214)
S (2.7147, -3.7734, -1.7309)
C (2.0348, -2.3476, -2.4884)
C (2.8598, -1.2120, -2.4898)
S (2.3501, 0.2928, -3.1679)
S (4.4268, -1.4167, -1.7339)
S (0.4456, -2.3294, -3.1654)

***

Entry 2:
ORCA calculation (ωB97M-V/def2-TZVPD) on the molecule C15H16BrClN4O.

E = -106387.4156 eV
Maximum force = 0.0179 hartree/bohr
HOMO = -7.89 eV
SMILES = Cn1cc(Br)c(C(=O)N2CCN(c3cccc(Cl)c3)CC2)n1
2S+1 = 1
Total charge = 0

Geometry (Å):
C (4.5454, 3.2045, 2.6191)
N (3.6705, 2.7669, 1.5694)
C (4.0052, 2.3339, 0.3411)
C (2.8186, 2.0426, -0.3000)
Br (2.6040, 1.3575, -2.0377)
C (1.8047, 2.3330, 0.6335)
C (0.3339, 2.3112, 0.3733)
O (-0.2383, 3.3003, -0.0393)
N (-0.2854, 1.1323, 0.5892)
C (0.3502, -0.0926, 1.0096)
C (0.1801, -1.1433, -0.1019)
N (-1.2129, -1.3418, -0.4281)
C (-1.9752, -2.2888, 0.2335)
C (-1.4899, -3.0359, 1.3139)
C (-2.2620, -4.0177, 1.9043)
C (-3.5416, -4.2926, 1.4577)
C (-4.0218, -3.5619, 0.3836)
Cl (-5.6101, -3.8871, -0.2247)
C (-3.2648, -2.5844, -0.2281)
C (-1.8063, -0.0955, -0.8688)
C (-1.6781, 0.9701, 0.2309)
N (2.3544, 2.7695, 1.7524)
H (4.4281, 2.5620, 3.4930)
H (5.5751, 3.1658, 2.2713)
H (4.2920, 4.2257, 2.9059)
H (5.0170, 2.2612, -0.0010)
H (1.4056, 0.0847, 1.2176)
H (-0.1369, -0.4420, 1.9280)
H (0.6425, -2.0886, 0.1780)
H (0.6776, -0.7787, -1.0074)
H (-0.5059, -2.8532, 1.7146)
H (-1.8610, -4.5728, 2.7393)
H (-4.1480, -5.0519, 1.9227)
H (-3.6746, -2.0721, -1.0828)
H (-2.8560, -0.2293, -1.1167)
H (-1.2741, 0.2417, -1.7641)
H (-2.0472, 1.9365, -0.1155)
H (-2.2439, 0.6553, 1.1153)

***

Entry 3:
ORCA calculation (ωB97M-V/def2-TZVPD) on the molecule C15H16BrN3O3.

E = -96471.0102 eV
Maximum force = 0.0162 hartree/bohr
HOMO = -8.26 eV
SMILES = Cn1cc(Br)c(-c2cccc(NC(=O)CCCC(=O)O)c2)n1
2S+1 = 1
Total charge = 0

Geometry (Å):
C (3.8564, 3.9235, 3.1757)
N (3.1872, 2.7551, 2.6821)
C (2.8893, 1.6301, 3.3552)
C (2.2430, 0.8036, 2.4610)
Br (1.6534, -0.9325, 2.8971)
C (2.1926, 1.5178, 1.2404)
C (1.6519, 1.1491, -0.0604)
C (2.1129, 1.8112, -1.1999)
C (1.6139, 1.4754, -2.4425)
C (0.6635, 0.4780, -2.5858)
C (0.1979, -0.1843, -1.4555)
N (-0.7455, -1.2139, -1.4980)
C (-1.5030, -1.6473, -2.5415)
O (-1.4709, -1.1861, -3.6606)
C (-2.4375, -2.7882, -2.1544)
C (-3.7911, -2.2651, -1.6582)
C (-3.7083, -1.4811, -0.3402)
C (-3.2333, -2.3679, 0.7839)
O (-3.8778, -3.2241, 1.3207)
O (-1.9577, -2.1089, 1.1298)
C (0.6856, 0.1623, -0.1984)
N (2.7795, 2.6952, 1.4235)
H (3.2975, 4.3657, 4.0022)
H (3.9181, 4.6365, 2.3564)
H (4.8621, 3.6740, 3.5184)
H (3.1396, 1.4802, 4.3857)
H (2.8579, 2.5820, -1.0863)
H (1.9725, 1.9917, -3.3204)
H (0.2788, 0.2143, -3.5564)
H (-0.9144, -1.6443, -0.5970)
H (-1.9754, -3.4244, -1.3979)
H (-2.6100, -3.3840, -3.0519)
H (-4.2174, -1.6144, -2.4234)
H (-4.4644, -3.1126, -1.5150)
H (-4.7103, -1.1333, -0.0839)
H (-3.0453, -0.6225, -0.4395)
H (-1.6724, -2.6700, 1.8696)
H (0.2811, -0.3409, 0.6656)

***

Entry 4:
ORCA calculation (ωB97M-V/def2-TZVPD) on a structure of composition C15H16Cl2F3MnN3O5PS at a distorted geometry.

E = -115156.5967 eV
Maximum force = 0.0527 hartree/bohr
HOMO (spin up / spin down) = -12.28 / -12.29 eV
<S²> = 0.779
2S+1 = 2
Total charge = +1

Geometry (Å):
Mn (-0.7038, 0.3114, -1.6481)
Cl (-0.6822, -1.8942, -1.3933)
C (0.2469, -2.1928, -2.8813)
Cl (0.6277, -0.5573, -3.4552)
H (-0.3836, -2.7008, -3.6124)
H (1.1616, -2.7502, -2.6562)
F (-3.1337, 0.5979, -2.2240)
C (-2.7857, 1.5842, -3.1308)
F (-1.9433, 0.9080, -3.9610)
F (-3.8635, 1.9250, -3.7862)
C (-1.9407, 2.7030, -2.3434)
O (-2.4173, 3.7827, -2.1435)
O (-0.8314, 2.2036, -2.0037)
N (-0.1877, 1.6192, 5.2972)
C (0.5158, 1.6080, 4.3927)
N (1.3121, 1.6203, 3.3701)
C (1.3456, 1.4458, 2.1747)
N (1.3846, 1.4428, 0.9787)
O (4.5468, -5.2613, 0.8631)
C (3.8546, -4.7752, -0.1652)
O (3.4914, -5.4613, -1.0773)
C (3.4873, -3.3164, -0.1280)
C (3.6240, -2.5639, -1.2932)
C (3.1538, -1.2690, -1.3427)
C (2.4989, -0.7281, -0.2377)
S (1.9036, 0.9452, -0.4786)
C (2.3632, -1.4632, 0.9292)
C (2.8797, -2.7485, 0.9870)
H (4.8282, -4.5913, 1.4996)
H (4.1105, -2.9928, -2.1538)
H (3.2788, -0.6734, -2.2328)
H (1.8571, -1.0553, 1.7926)
H (2.7738, -3.3130, 1.9037)
C (-4.0489, 1.8847, 0.5859)
P (-2.3197, 1.6601, 1.1046)
C (-2.3728, 0.9473, 2.7772)
C (-1.5413, 3.3075, 1.1654)
O (-1.5653, 0.6973, 0.2013)
H (-4.5628, 2.4950, 1.3258)
H (-4.5393, 0.9155, 0.5180)
H (-4.0883, 2.3890, -0.3778)
H (-2.6885, 1.6982, 3.4944)
H (-1.3963, 0.5680, 3.0601)
H (-3.0819, 0.1238, 2.7892)
H (-1.8824, 3.8375, 2.0510)
H (-1.8282, 3.8734, 0.2800)
H (-0.4572, 3.2129, 1.1860)

***

Entry 5:
ORCA calculation (ωB97M-V/def2-TZVPD) on a structure of composition C15H16Cl2F5IrN4O3SSe at a distorted geometry.

E = -145551.4666 eV
Maximum force = 0.2048 hartree/bohr
HOMO (spin up / spin down) = -3.07 / -3.04 eV
<S²> = 0.769
2S+1 = 2
Total charge = -1

Geometry (Å):
Ir (0.0000, 0.0000, 0.0000)
C (3.9236, 0.8265, 3.3847)
C (2.4614, 0.7678, 3.6490)
N (1.9015, 0.9216, 4.8256)
N (0.5366, 0.7855, 4.5748)
C (0.3568, 0.5531, 3.2316)
S (-0.9218, 0.3010, 2.2330)
N (1.5746, 0.5460, 2.6709)
N (1.5470, 0.3294, 1.3578)
H (4.4699, 1.0161, 4.3121)
H (4.1353, 1.6275, 2.6712)
H (4.2572, -0.1233, 2.9575)
H (-0.1624, 0.8562, 5.3027)
H (2.2478, 1.1269, 0.6198)
H (2.3649, -0.5589, 0.8954)
Cl (-3.2836, -2.5254, -2.5436)
C (-3.0757, -0.8094, -2.9988)
Cl (-4.3278, 0.1897, -2.2055)
C (-1.6571, -0.3071, -2.6513)
O (-0.9750, 0.0800, -3.6524)
O (-1.3101, -0.3253, -1.4335)
H (-3.2500, -0.7421, -4.0767)
C (-2.7903, 2.6439, 0.6589)
C (-1.6248, 1.7095, 0.3426)
C (-1.0349, 2.0249, -1.0293)
C (-2.0675, 0.2852, 0.4122)
H (-2.4643, 3.6894, 0.6435)
H (-3.2002, 2.4380, 1.6542)
H (-3.6033, 2.5337, -0.0679)
H (-0.8436, 1.8587, 1.0973)
H (-1.7768, 1.8977, -1.8260)
H (-0.1863, 1.3689, -1.2524)
H (-0.6757, 3.0590, -1.0673)
H (-2.6657, -0.1955, -0.3918)
H (-2.3095, -0.2034, 1.3802)
O (-1.2255, -1.3162, -0.0241)
F (8.3231, -1.4645, -1.7569)
C (7.0135, -1.2421, -1.4832)
C (6.5062, -1.5290, -0.2112)
F (7.3247, -2.0297, 0.7475)
C (5.1549, -1.2999, 0.0727)
F (4.6713, -1.5811, 1.3089)
C (4.3077, -0.7824, -0.9175)
Se (2.4507, -0.4669, -0.5293)
C (4.8182, -0.4954, -2.1917)
F (4.0073, 0.0057, -3.1571)
C (6.1699, -0.7255, -2.4726)
F (6.6626, -0.4477, -3.7054)

***

Entry 6:
ORCA calculation (ωB97M-V/def2-TZVPD) on a structure of composition C15H16ClMnN3O7Si.

E = -86324.9562 eV
Maximum force = 0.0108 hartree/bohr
HOMO (spin up / spin down) = -13.37 / -13.37 eV
<S²> = 6.046
2S+1 = 5
Total charge = +1

Geometry (Å):
Mn (-1.4562, 0.8765, -1.0465)
O (1.7013, 0.0535, 5.1821)
N (2.4122, 0.6212, 4.3796)
O (3.5228, 1.0434, 4.5940)
C (1.8893, 0.7810, 3.0023)
C (2.8134, 0.8405, 2.0261)
C (2.4209, 0.9281, 0.6557)
C (3.3486, 0.9926, -0.4000)
C (2.8952, 1.0877, -1.6905)
C (1.5182, 1.1003, -1.9209)
N (0.6314, 1.0210, -0.9428)
C (1.0629, 0.9467, 0.3405)
C (0.0796, 0.9120, 1.4003)
N (-1.2204, 0.9765, 1.0313)
C (-2.1671, 0.9960, 1.9484)
C (-1.8633, 0.9645, 3.3099)
C (-0.5555, 0.8829, 3.7121)
C (0.4722, 0.8405, 2.7432)
H (3.8622, 0.8141, 2.2904)
H (4.4090, 0.9732, -0.1830)
H (3.5752, 1.1500, -2.5271)
H (1.1264, 1.1787, -2.9275)
H (-3.1892, 1.0502, 1.5959)
H (-2.6638, 1.0008, 4.0339)
H (-0.3114, 0.8488, 4.7608)
O (-3.7332, 3.6661, -2.4185)
Cl (-3.1335, 2.5748, -1.7972)
O (-3.8700, 1.9860, -0.7264)
O (-2.7690, 1.4871, -2.7225)
O (-1.7851, 2.9118, -1.2177)
C (-0.3257, -1.8097, -3.4946)
Si (-0.8317, -2.1933, -1.7411)
C (-2.1002, -3.5418, -1.6484)
C (0.6574, -2.5411, -0.6665)
O (-1.6094, -0.8332, -1.1041)
H (0.0599, -2.7080, -3.9817)
H (0.4677, -1.0606, -3.5494)
H (-1.1719, -1.4553, -4.0857)
H (-1.6977, -4.4729, -2.0535)
H (-2.9930, -3.2879, -2.2209)
H (-2.3998, -3.7295, -0.6164)
H (1.1649, -3.4511, -0.9933)
H (0.3619, -2.6871, 0.3746)
H (1.3944, -1.7351, -0.7045)